[1]
{"formula": "C6H8BeO6", "method": "wB97M-V/def2-TZVPD", "symbols": ["H", "O", "H", "H", "C", "O", "H", "C", "H", "C", "H", "C", "O", "C", "O", "O", "H", "C", "O", "Be", "H"], "coordinates": [[2.33128, 2.65773, 0.07667], [-3.39764, 1.81599, 0.21925], [0.48392, -1.61549, -1.22182], [-0.43583, -0.93062, 1.65019], [-0.52386, -1.19845, 0.59252], [1.16933, 1.51572, -0.14201], [-2.38531, -2.25590, 0.51005], [2.28737, 1.05811, -0.62864], [2.56102, -2.02732, 0.27056], [0.56643, -1.35457, -0.16228], [-1.93126, -1.47051, -1.02663], [-2.51199, 0.93397, 0.10707], [-1.41989, 1.26618, -0.49999], [-1.91106, -1.37323, 0.06612], [-2.78044, -0.28702, 0.46040], [3.13345, 1.98786, -0.42231], [1.94175, -0.77567, 1.40356], [1.94381, -1.12782, 0.36546], [2.68689, -0.14231, -0.41281], [-1.89931, 2.31516, -0.93501], [0.09134, 1.00820, -0.27037]], "homo_lumo_gap_ev": 7.5, "spin_multiplicity": 1, "charge": 2, "e_tot_ev": -19015.384}

[2]
{"formula": "C24H28N2O5", "method": "wB97M-V/def2-TZVPD", "symbols": ["C", "H", "H", "H", "O", "H", "H", "C", "N", "H", "H", "H", "C", "H", "C", "H", "O", "H", "C", "C", "H", "C", "C", "C", "C", "C", "C", "H", "C", "H", "C", "C", "C", "C", "H", "O", "H", "C", "O", "H", "C", "H", "H", "C", "H", "C", "C", "H", "O", "C", "N", "H", "H", "H", "H", "C", "H", "H", "H"], "coordinates": [[-4.79567, 1.09288, -0.01612], [1.44732, 2.07038, -2.62285], [0.37032, -2.88489, -2.42208], [0.92738, 1.06738, 2.23937], [1.07826, -1.76838, 1.46385], [3.72928, 1.30449, 3.15936], [2.71456, -2.53055, -2.62392], [0.70416, -1.91886, -2.02220], [0.25488, -1.75576, -0.65924], [2.57855, -0.84382, -2.12156], [-2.13060, -2.67382, -1.84776], [6.07380, 0.26720, -1.07201], [4.41075, 1.03125, -0.00230], [0.29453, -1.12318, -2.65138], [-2.22065, 2.26205, -1.31011], [3.35946, -1.69067, -0.03281], [3.71992, 1.40791, -1.13238], [-0.99675, 0.44954, 2.63956], [1.22638, -1.88674, 0.26664], [-3.45239, -2.44807, -0.15588], [3.24841, -0.33938, 2.73867], [2.51607, -2.22610, -0.46359], [3.59066, 0.91242, 1.07374], [2.23283, -1.85645, -1.91831], [-2.45302, 2.02089, 0.10871], [5.87411, 0.83139, -0.16282], [1.02469, 1.28297, 1.19020], [-1.17052, -1.36495, 0.74477], [-0.08795, 1.59229, 0.40750], [-4.23536, 3.15566, 0.10804], [-1.65871, 1.26554, 2.36248], [-1.43863, 1.64320, 0.93227], [-4.32538, -0.25336, 0.49913], [1.34998, 1.84706, -1.57376], [-4.12241, -3.23385, -0.52286], [-0.94622, 2.15979, -1.77781], [-1.65518, -3.58929, -0.40875], [-1.12330, -1.50007, -0.33841], [-4.23422, -0.50820, 1.68341], [6.27720, 0.29565, 0.69111], [3.90449, 0.48550, 2.46289], [-1.45014, 2.11387, 3.01424], [-1.44226, -0.57239, -0.82574], [-3.88684, 2.20862, 0.52642], [-4.79858, 1.12532, -1.10468], [0.10082, 1.87171, -0.96536], [2.27273, 1.23665, 0.59967], [-4.08120, -0.88838, -1.43246], [-3.08824, 2.51398, -2.11779], [2.42585, 1.52589, -0.77322], [-4.00608, -1.14983, -0.46212], [-5.81086, 1.26348, 0.34675], [2.69574, -3.29652, -0.34271], [-3.40531, -2.50448, 0.93445], [4.93893, 0.16649, 2.55403], [-2.05872, -2.63778, -0.75792], [-3.97155, 2.25080, 1.60989], [-2.67738, 0.93126, 2.52992], [6.38200, 1.79227, -0.24615]], "homo_lumo_gap_ev": 8.3, "spin_multiplicity": 1, "e_tot_ev": -38562.756, "e_above_lowest_kj_mol": 0.00}

[3]
{"formula": "C4H12", "method": "wB97M-V/def2-TZVPD", "symbols": ["C", "H", "H", "H", "H", "H", "H", "H", "H", "H", "H", "C", "H", "H", "C", "C"], "coordinates": [[-0.06497, 0.79269, -2.47899], [-0.14071, 0.12909, 0.81268], [1.72231, -0.24330, 2.95646], [-0.08964, 1.75456, -1.94334], [-0.96839, 0.30130, 2.27042], [0.00537, -1.08592, -1.32343], [-0.78219, -0.99814, -2.84714], [0.45056, 1.44334, 1.98930], [-0.68601, 1.07093, -3.36962], [0.99181, 0.72874, -2.77525], [0.07976, -1.04592, 3.42976], [-0.70417, -0.47103, -1.89413], [-1.66104, -0.46142, -1.39721], [0.98619, -1.58618, 2.03762], [0.06337, 0.39584, 1.82855], [0.79776, -0.72460, 2.70432]], "homo_lumo_gap_ev": 12.4, "spin_multiplicity": 1, "e_tot_ev": -4341.477, "e_above_lowest_kj_mol": 101.40}

What did the second record say?
{"formula": "C24H28N2O5", "method": "wB97M-V/def2-TZVPD", "symbols": ["C", "H", "H", "H", "O", "H", "H", "C", "N", "H", "H", "H", "C", "H", "C", "H", "O", "H", "C", "C", "H", "C", "C", "C", "C", "C", "C", "H", "C", "H", "C", "C", "C", "C", "H", "O", "H", "C", "O", "H", "C", "H", "H", "C", "H", "C", "C", "H", "O", "C", "N", "H", "H", "H", "H", "C", "H", "H", "H"], "coordinates": [[-4.79567, 1.09288, -0.01612], [1.44732, 2.07038, -2.62285], [0.37032, -2.88489, -2.42208], [0.92738, 1.06738, 2.23937], [1.07826, -1.76838, 1.46385], [3.72928, 1.30449, 3.15936], [2.71456, -2.53055, -2.62392], [0.70416, -1.91886, -2.02220], [0.25488, -1.75576, -0.65924], [2.57855, -0.84382, -2.12156], [-2.13060, -2.67382, -1.84776], [6.07380, 0.26720, -1.07201], [4.41075, 1.03125, -0.00230], [0.29453, -1.12318, -2.65138], [-2.22065, 2.26205, -1.31011], [3.35946, -1.69067, -0.03281], [3.71992, 1.40791, -1.13238], [-0.99675, 0.44954, 2.63956], [1.22638, -1.88674, 0.26664], [-3.45239, -2.44807, -0.15588], [3.24841, -0.33938, 2.73867], [2.51607, -2.22610, -0.46359], [3.59066, 0.91242, 1.07374], [2.23283, -1.85645, -1.91831], [-2.45302, 2.02089, 0.10871], [5.87411, 0.83139, -0.16282], [1.02469, 1.28297, 1.19020], [-1.17052, -1.36495, 0.74477], [-0.08795, 1.59229, 0.40750], [-4.23536, 3.15566, 0.10804], [-1.65871, 1.26554, 2.36248], [-1.43863, 1.64320, 0.93227], [-4.32538, -0.25336, 0.49913], [1.34998, 1.84706, -1.57376], [-4.12241, -3.23385, -0.52286], [-0.94622, 2.15979, -1.77781], [-1.65518, -3.58929, -0.40875], [-1.12330, -1.50007, -0.33841], [-4.23422, -0.50820, 1.68341], [6.27720, 0.29565, 0.69111], [3.90449, 0.48550, 2.46289], [-1.45014, 2.11387, 3.01424], [-1.44226, -0.57239, -0.82574], [-3.88684, 2.20862, 0.52642], [-4.79858, 1.12532, -1.10468], [0.10082, 1.87171, -0.96536], [2.27273, 1.23665, 0.59967], [-4.08120, -0.88838, -1.43246], [-3.08824, 2.51398, -2.11779], [2.42585, 1.52589, -0.77322], [-4.00608, -1.14983, -0.46212], [-5.81086, 1.26348, 0.34675], [2.69574, -3.29652, -0.34271], [-3.40531, -2.50448, 0.93445], [4.93893, 0.16649, 2.55403], [-2.05872, -2.63778, -0.75792], [-3.97155, 2.25080, 1.60989], [-2.67738, 0.93126, 2.52992], [6.38200, 1.79227, -0.24615]], "homo_lumo_gap_ev": 8.3, "spin_multiplicity": 1, "e_tot_ev": -38562.756, "e_above_lowest_kj_mol": 0.00}